# 1
Below is a molecular structure, C16H11BCuI2O4 in a non-equilibrium geometry, with properties calculated with the ωB97M-V functional and the def2-TZVPD basis.

Last column: natural (NBO) charge in e.
Atoms and positions in Å:
1 H -0.40760 -3.12519 -0.63077  0.232
2 C -3.58558 2.26187 -0.51464  -0.252
3 C 2.66450 -2.31682 0.17318  -0.225
4 H 1.79655 3.25931 0.73513  0.249
5 Cu 5.18726 -0.14955 -0.40942  0.798
6 H -1.63799 -3.41179 3.12921  0.506
7 H -2.10923 -2.73884 -0.35502  0.294
8 C -4.00184 1.04054 -0.19833  -0.212
9 O -1.81782 3.47911 -1.61834  -0.492
10 I 5.14562 2.43674 -0.17878  0.200
11 B -0.81521 -2.86130 1.50105  1.141
12 C 1.07874 0.60008 -0.88678  -0.095
13 C -0.69204 -1.02970 -0.39505  0.202
14 H 0.45585 2.63381 -1.31236  0.252
15 C 0.13127 1.61835 -1.07244  -0.198
16 H 1.49027 1.64241 1.41440  0.254
17 C -3.15799 -0.21859 -0.42074  0.527
18 H 2.93873 2.54374 1.94714  0.246
19 O -1.74264 -2.68663 2.49653  -0.881
20 H -5.00667 0.93284 0.22906  0.248
21 H 0.69639 -4.07632 1.16746  0.496
22 C -1.21326 1.29257 -0.90900  0.001
23 C -1.65722 -0.01764 -0.57717  -0.167
24 H 3.45262 -2.86900 0.66559  0.253
25 C 2.28518 2.32938 1.08552  -0.682
26 C 1.76057 -1.68916 -0.33109  -0.005
27 H -4.20230 3.16064 -0.37663  0.246
28 O -3.74301 -1.26842 -0.49226  -0.475
29 C -2.20554 2.47275 -1.08390  0.517
30 C -1.09018 -2.46423 -0.04910  -0.825
31 C 2.52915 0.96274 -1.04483  -0.172
32 C 0.68233 -0.70546 -0.53966  -0.150
33 O 0.40452 -3.44352 1.83428  -0.911
34 C 3.07772 1.76924 -0.11403  -0.147
35 I 3.67422 0.23150 -2.73734  0.227

Results
Orbital gap in eV: 7.44
Charge: +1

***

# 2
Below is a molecular structure, C16H11N4O6ReS2, with properties calculated with the ωB97M-V functional and the def2-TZVPD basis.

Last column: natural (NBO) charge in e.
Atoms and positions in Å:
1 H 1.28486 -3.21467 -4.15115  0.223
2 C -0.20147 0.33580 -2.09963  0.693
3 C -2.56445 -0.53966 1.22014  -0.100
4 C -1.72200 2.87955 0.57003  -0.211
5 N 0.31450 -0.65685 -1.22240  -0.709
6 O 0.72217 0.03017 2.40633  -0.571
7 H -4.49314 4.82223 0.80268  0.235
8 C 1.86645 -0.49447 2.90785  0.134
9 N 1.65107 -2.60507 -1.53370  -0.755
10 O 1.95275 -1.60120 0.91487  -0.747
11 C 3.79379 -1.82005 2.65085  0.416
12 C 0.96415 -1.58573 -2.01197  0.685
13 H -0.66114 2.93198 0.37553  0.238
14 C 1.35376 -2.15383 -4.38762  -0.425
15 C 0.06879 -0.12109 -3.51744  -0.323
16 H 2.16566 -3.19621 -2.16555  0.422
17 Re 0.09758 -0.71632 0.80189  1.405
18 H -5.56647 2.64842 1.26890  0.239
19 S -1.62959 -2.03950 1.36105  0.163
20 C 3.85790 -1.10520 4.03177  0.400
21 C -3.70066 1.57525 1.07819  -0.237
22 C -2.51868 4.00320 0.56868  -0.171
23 H 1.96262 -2.56937 -0.56183  0.467
24 C 2.57528 -0.22645 4.16589  0.417
25 H 0.76305 -1.97775 -5.28274  0.242
26 N 0.79530 -1.35728 -3.30714  -0.356
27 C -2.32774 1.65294 0.82347  0.193
28 H 2.39138 -1.88233 -4.58734  0.227
29 O 4.73512 -1.19480 4.82662  -0.389
30 C 2.51288 -1.35114 2.08099  0.225
31 N -1.71654 0.40620 0.89656  -0.533
32 H 0.66548 0.62036 -4.05094  0.253
33 C -4.50570 2.71081 1.07008  -0.202
34 H -2.07312 4.96932 0.37672  0.232
35 H -0.86935 -0.27720 -4.05281  0.252
36 S -4.18117 -0.07096 1.42072  0.544
37 O 2.28168 0.48222 5.08179  -0.441
38 O -0.74100 1.34192 -1.75835  -0.507
39 O 4.59270 -2.57376 2.17768  -0.443
40 C -3.89669 3.92055 0.81131  -0.185

Results
Multiplicity: 2
Orbital gap (spin up / spin down) in eV: 6.78 / 6.93
Charge: +1
Expectation value of S²: 0.758